[1]
Here is a cluster of 6 separate species, C24H44F12N8P2 in total at a distorted geometry from OMol25. Energies are from ωB97M-V with the def2-TZVPD basis set.

Computed properties:
Gap between HOMO and LUMO, eV: 9.95
Total charge: +2
2S+1: 1
HOMO energy, eV: -13.9
Relative energy (zero: lowest compared OMol25 entry of this formula, charge and spin), kcal per mole: 0.0

Bonds (Å) are listed after each position.
Geometry (Å):
1 C 4.451 4.670 0.218  C2 1.509, H9 1.092, H10 1.094, H11 1.086
2 C 3.792 3.313 0.171  C1 1.509, N3 1.471, H12 1.088, H13 1.089
3 N 3.823 2.709 -1.170  C2 1.471, C4 1.386, C7 1.321
4 C 4.989 2.342 -1.824  N3 1.386, C5 1.349, H14 1.074
5 C 4.618 1.785 -2.995  C4 1.349, N6 1.384, H15 1.076
6 N 3.236 1.843 -3.059  C5 1.384, C7 1.328, C8 1.463
7 C 2.799 2.456 -1.964  N3 1.321, N6 1.328, H16 1.079
8 C 2.421 1.469 -4.214  N6 1.463, H17 1.086, H18 1.089, H19 1.084
9 H 5.537 4.609 0.116  C1 1.092
10 H 4.327 5.050 1.237  C1 1.094
11 H 4.044 5.407 -0.467  C1 1.086
12 H 2.752 3.362 0.485  C2 1.088
13 H 4.302 2.603 0.821  C2 1.089
14 H 5.950 2.543 -1.390  C4 1.074
15 H 5.187 1.425 -3.833  C5 1.076
16 H 1.757 2.621 -1.741  C7 1.079
17 H 2.507 0.399 -4.382  C8 1.086
18 H 2.798 1.996 -5.089  C8 1.089
19 H 1.391 1.761 -4.046  C8 1.084
20 C 7.665 -0.384 2.937  C21 1.513, H28 1.091, H29 1.091, H30 1.089
21 C 7.073 -1.722 2.551  C20 1.513, N22 1.480, H31 1.092, H32 1.087
22 N 5.676 -1.630 2.071  C21 1.480, C23 1.375, C26 1.336
23 C 4.711 -0.792 2.577  N22 1.375, C24 1.355, H33 1.074
24 C 3.667 -0.817 1.714  C23 1.355, N25 1.372, H34 1.078
25 N 3.992 -1.709 0.724  C24 1.372, C26 1.320, C27 1.469
26 C 5.233 -2.121 0.911  N22 1.336, N25 1.320, H35 1.076
27 C 3.073 -2.170 -0.326  N25 1.469, H36 1.086, H37 1.088, H38 1.086
28 H 8.753 -0.460 2.948  C20 1.091
29 H 7.385 -0.131 3.960  C20 1.091
30 H 7.419 0.462 2.296  C20 1.089
31 H 7.048 -2.356 3.439  C21 1.092
32 H 7.654 -2.270 1.814  C21 1.087
33 H 4.845 -0.219 3.477  C23 1.074
34 H 2.793 -0.188 1.667  C24 1.078
35 H 5.787 -2.778 0.264  C26 1.076
36 H 3.423 -3.108 -0.748  C27 1.086
37 H 3.031 -1.457 -1.146  C27 1.088
38 H 2.100 -2.304 0.136  C27 1.086
39 C -4.793 -5.122 2.819  C40 1.516, H47 1.090, H48 1.093, H49 1.090
40 C -5.584 -3.860 2.537  C39 1.516, N41 1.458, H50 1.086, H51 1.090
41 N -4.706 -2.697 2.516  C40 1.458, C42 1.372, C45 1.322
42 C -3.702 -2.490 1.603  N41 1.372, C43 1.351, H52 1.080
43 C -3.169 -1.276 1.867  C42 1.351, N44 1.382, H53 1.076
44 N -3.788 -0.822 3.016  C43 1.382, C45 1.321, C46 1.456
45 C -4.724 -1.685 3.368  N41 1.322, N44 1.321, H54 1.076
46 C -3.510 0.431 3.704  N44 1.456, H55 1.088, H56 1.084, H57 1.088
47 H -4.023 -5.303 2.068  C39 1.090
48 H -5.429 -6.008 2.760  C39 1.093
49 H -4.378 -5.120 3.827  C39 1.090
50 H -6.374 -3.715 3.267  C40 1.086
51 H -6.029 -3.948 1.546  C40 1.090
52 H -3.504 -3.212 0.824  C42 1.080
53 H -2.328 -0.757 1.442  C43 1.076
54 H -5.361 -1.641 4.234  C45 1.076
55 H -4.437 0.850 4.091  C46 1.088
56 H -3.054 1.127 3.007  C46 1.084
57 H -2.853 0.251 4.552  C46 1.088
58 C -4.823 2.202 0.159  C59 1.519, H66 1.088, H67 1.092, H68 1.087
59 C -3.689 2.811 -0.648  C58 1.519, N60 1.471, H69 1.088, H70 1.088
60 N -3.736 2.363 -2.047  C59 1.471, C61 1.366, C64 1.330
61 C -2.978 1.362 -2.587  N60 1.366, C62 1.348, H71 1.080
62 C -3.430 1.150 -3.839  C61 1.348, N63 1.384, H72 1.074
63 N -4.477 2.033 -4.038  C62 1.384, C64 1.318, C65 1.459
64 C -4.663 2.722 -2.930  N60 1.330, N63 1.318, H73 1.076
65 C -5.292 2.121 -5.245  N63 1.459, H74 1.089, H75 1.090, H76 1.082
66 H -4.627 2.327 1.222  C58 1.088
67 H -4.844 1.124 -0.012  C58 1.092
68 H -5.767 2.663 -0.122  C58 1.087
69 H -2.717 2.499 -0.270  C59 1.088
70 H -3.707 3.900 -0.629  C59 1.088
71 H -2.220 0.851 -2.012  C61 1.080
72 H -3.110 0.495 -4.628  C62 1.074
73 H -5.413 3.479 -2.779  C64 1.076
74 H -5.141 3.086 -5.728  C65 1.089
75 H -6.349 2.082 -4.982  C65 1.090
76 H -5.068 1.302 -5.915  C65 1.082
77 P -1.172 -4.052 -0.885  F78 1.629, F79 1.605, F80 1.593, F81 1.633, F82 1.637, F83 1.620
78 F 0.438 -3.922 -0.675  P77 1.629
79 F -1.047 -3.475 -2.378  P77 1.605
80 F -0.980 -5.556 -1.374  P77 1.593
81 F -2.791 -4.163 -1.072  P77 1.633
82 F -1.358 -4.578 0.654  P77 1.637
83 F -1.340 -2.547 -0.311  P77 1.620
84 P 0.011 0.935 0.273  F85 1.623, F86 1.617, F87 1.626, F88 1.626, F89 1.607, F90 1.619
85 F 1.122 0.502 -0.827  P84 1.623
86 F 1.122 1.846 1.014  P84 1.617
87 F -0.459 2.135 -0.718  P84 1.626
88 F -1.095 1.415 1.365  P84 1.626
89 F -1.091 -0.001 -0.431  P84 1.607
90 F 0.426 -0.324 1.204  P84 1.619

[2]
Here is an isolated molecule of C10H11N3O2 at a distorted geometry from OMol25. Energies are from ωB97M-V with the def2-TZVPD basis set.

Computed properties:
Gap between HOMO and LUMO (alpha / beta), eV: 6.41 / 8.42
2S+1: 1
HOMO energy (alpha / beta), eV: -7.9 / -8.6
Relative energy (zero: lowest compared OMol25 entry of this formula, charge and spin), kcal per mole: 175.1

Bonds (Å) are listed after each position.
Geometry (Å):
1 C -3.416 -0.271 0.095  C2 1.337, C3 1.471, H16 1.047
2 C -3.023 0.375 -1.008  C1 1.337, C4 1.379, H17 1.142
3 C -2.400 -0.661 1.086  C1 1.471, C5 1.379, H18 1.051
4 C -1.712 0.652 -1.332  C2 1.379, C6 1.438, H19 1.157
5 C -1.085 -0.542 0.691  C3 1.379, C6 1.403, H20 1.076
6 C -0.684 0.140 -0.468  C4 1.438, C5 1.403, C8 1.459
7 C 1.068 -1.252 -1.235  C8 1.629, N11 1.355, H21 1.116, H22 1.063
8 C 0.760 0.237 -0.651  C6 1.459, C7 1.629, C9 1.477, H23 1.118
9 C 1.613 0.654 0.480  C8 1.477, C10 1.566, N13 1.402
10 C 1.275 1.255 1.886  C9 1.566, H24 1.097, H25 1.100, H26 1.128
11 N 1.547 -2.124 -0.315  C7 1.355, N12 1.141
12 N 1.994 -2.124 0.734  N11 1.141
13 N 2.914 0.839 -0.007  C9 1.402, O14 1.240, O15 1.261
14 O 3.208 0.425 -1.139  N13 1.240
15 O 3.743 1.271 0.839  N13 1.261
16 H -4.394 -0.579 0.304  C1 1.047
17 H -3.685 0.750 -1.860  C2 1.142
18 H -2.570 -1.018 2.059  C3 1.051
19 H -1.445 1.198 -2.315  C4 1.157
20 H -0.336 -1.021 1.299  C5 1.076
21 H 0.151 -1.728 -1.657  C7 1.116
22 H 1.661 -1.317 -2.115  C7 1.063
23 H 1.089 0.802 -1.558  C8 1.118
24 H 1.545 2.288 1.633  C10 1.097
25 H 1.997 0.762 2.553  C10 1.100
26 H 0.185 0.988 2.001  C10 1.128

Molar mass per entry: 734.60 205.22 g/mol